Density functional theory data (ωB97M-V/def2-TZVPD) for the molecule C4H5NO at a distorted geometry.

CARTESIAN COORDINATES (ANGSTROEM)
C 0.3844 0.1273 1.3243
C 0.1068 -0.7317 0.1179
O -1.2443 -0.9085 -0.3040
C -0.3885 -0.2921 -1.2255
C -0.6068 1.1179 -1.4914
N -0.2332 2.1946 -1.3289
H 0.1102 -0.4083 2.2435
H 1.4516 0.3655 1.3785
H -0.1859 1.0550 1.2700
H 0.6484 -1.6892 0.1107
H -0.0427 -0.8305 -2.0950

Properties
Structure (SMILES): C[C@H]1O[C@H]1C#N
Energy relative to the best compared isomer or geometry (same formula, charge and spin) in eV: 1.987
Net charge: 0
Gap between HOMO and LUMO in eV: 11.58